Below is C31H30BCsN11O2S4 as an isolated structure, with properties calculated with ωB97M-V/def2-TZVPD.

```
80
Properties=species:S:1:pos:R:3:forces:R:3:mulliken_spin:R:1
S -3.703590 -1.184154 -6.007528 -0.1 0.0 -0.1 -0.0048
H 1.408404 -5.150428 6.823865 0.0 0.0 0.0 0.0000
H -1.206678 -4.050267 -2.427621 0.0 0.0 0.0 0.0004
H -2.201924 2.768638 1.883919 0.0 0.0 0.1 0.0000
C 2.618854 -2.271263 4.230584 -0.1 0.0 0.0 0.0000
C -0.491417 4.407015 -1.970115 0.2 -0.1 0.0 0.0013
C 4.591526 0.950417 -0.206484 0.1 0.0 -0.1 0.0001
H 3.270762 -3.168341 6.141175 0.0 0.0 0.0 0.0000
C 1.313586 -3.739866 5.212885 -0.1 -0.1 0.0 0.0000
C -5.362170 1.591263 0.281376 -0.1 0.0 0.0 0.0000
O -3.129426 4.572325 -1.511141 0.1 0.1 0.0 -0.0011
C -0.238183 -0.239993 3.957979 0.0 -0.1 0.0 -0.0001
C -0.585750 -3.068578 -0.621298 0.0 0.2 -0.1 0.0016
C 0.843889 4.047693 -2.609205 -0.2 0.0 0.0 0.0016
C -4.623718 2.616406 -0.281612 0.0 0.0 0.0 -0.0029
C -2.963548 -2.361899 -7.084660 0.0 -0.1 0.1 0.0180
C 2.543164 -3.070694 5.351840 0.0 0.0 0.0 0.0000
C -2.256199 -0.611537 -5.178278 0.6 -0.2 -0.1 0.0824
N 0.695528 -3.372571 4.100743 0.2 0.2 -0.1 0.0000
H -5.012550 3.610727 -0.449475 0.0 0.0 0.0 0.0002
H -1.195948 -3.361776 2.576415 0.0 0.0 0.0 -0.0001
C -3.471891 0.176900 0.019363 0.1 0.2 0.0 -0.0028
H -5.319628 -0.489905 0.877684 0.0 0.0 0.0 0.0003
N 0.199261 -2.451479 1.283597 0.3 0.1 -0.2 -0.0015
C 4.264054 -1.606640 0.329757 0.0 0.1 0.0 -0.0001
Cs -0.085695 0.787190 -1.350045 1.1 -1.5 0.1 -0.0004
S -1.222664 -2.469143 -6.834038 0.0 -0.1 -0.2 0.0012
H 3.372839 -1.578655 3.893591 0.0 0.0 0.0 0.0000
C 3.014640 4.737765 -3.373625 0.0 0.0 0.0 -0.0002
C -4.780313 0.341940 0.443412 0.0 0.0 0.0 -0.0032
C 2.155688 2.564154 -3.787490 -0.2 0.1 0.2 -0.0009
C -1.041398 -1.238013 -5.586623 -0.4 0.3 0.2 0.1406
C -1.435553 -3.612135 0.364520 0.0 0.0 0.0 0.0019
C -3.307311 2.370875 -0.658272 0.3 0.0 -0.1 0.0060
C 3.278653 -2.235966 1.049548 -0.1 0.0 0.0 -0.0002
N 0.361119 -0.371817 2.756733 0.4 0.0 -0.2 0.0002
H 3.994129 1.843153 -0.023295 0.0 0.0 0.0 0.0000
H 5.590066 1.120352 0.205647 0.0 0.0 0.0 0.0000
H 3.797288 5.483729 -3.454952 0.0 0.0 0.0 0.0000
B 1.108309 -1.622380 2.240260 -0.1 -0.1 0.0 0.0005
C 1.842188 5.023080 -2.703536 0.0 0.0 0.0 0.0002
H 0.249244 -3.058861 -2.601434 0.0 0.0 0.0 -0.0049
S -2.453691 0.577951 -4.034230 0.0 0.0 0.0 0.3805
H 2.229174 1.564805 -4.206233 0.0 0.0 0.0 0.0034
N -1.195457 3.288202 -1.389252 -0.4 0.9 -0.2 0.0024
S 0.506742 -0.950780 -5.030636 0.0 0.1 0.1 0.3516
H -0.618971 3.039887 1.195178 0.0 0.0 0.0 -0.0002
C 3.178680 3.481458 -3.942019 0.0 0.0 0.0 0.0003
H -0.128876 -4.295003 6.714587 0.0 0.0 0.0 0.0000
H 5.084676 -2.061064 -0.201763 0.0 0.0 0.0 0.0000
N 0.390910 -2.369683 -0.063897 -0.1 0.0 0.3 0.0004
H -1.501265 1.375354 4.768790 0.0 0.0 0.0 0.0000
H -0.987423 3.630112 2.829674 0.0 0.0 0.0 0.0001
N 2.433832 -1.298405 1.524325 -0.2 0.2 -0.2 0.0007
H 4.075875 3.208788 -4.482172 0.0 0.0 0.0 0.0003
H 4.696324 0.831990 -1.287779 0.0 0.0 0.0 0.0001
H -0.146825 -1.013412 4.704346 0.0 0.0 0.0 0.0000
H 0.247953 -5.565429 5.556148 0.0 0.0 0.0 0.0000
N 2.820331 -0.060119 1.120153 0.0 -0.3 0.1 0.0000
C -0.720999 -3.125306 -2.111113 0.0 -0.1 0.0 0.0047
H -1.321484 -2.294749 -2.494614 0.0 0.0 0.0 -0.0051
N 1.508752 -2.472446 3.496157 -0.1 -0.1 0.0 0.0000
H -6.387048 1.762871 0.591992 0.0 0.0 0.0 -0.0001
O -3.576863 -3.042185 -7.878064 0.0 0.1 0.0 0.0288
H -1.091232 4.905801 -2.746092 0.0 0.0 0.0 0.0005
C -0.896387 -3.189077 1.557305 0.0 0.1 0.1 -0.0004
N 0.115386 0.710787 1.974844 -0.4 -0.3 0.2 0.0000
C 3.918214 -0.236934 0.407080 0.0 0.1 0.0 0.0000
C -0.911732 0.957781 3.968279 0.0 0.1 0.0 0.0000
N -2.750082 1.164808 -0.509680 -0.6 0.2 0.2 0.0086
C -1.137228 2.808337 2.124615 0.0 0.0 0.1 0.0002
C -0.656188 1.512665 2.695190 0.1 0.1 -0.1 -0.0003
H -2.314769 -4.220358 0.222288 0.0 0.0 0.0 0.0001
C -2.483265 3.529356 -1.250402 -0.2 -0.2 0.2 -0.0021
H -0.301358 5.200326 -1.230048 0.0 0.0 0.0 -0.0001
N 1.020524 2.832054 -3.134181 0.1 0.4 -0.2 -0.0060
H 3.092251 -3.281606 1.238679 0.0 0.0 0.0 0.0000
C 0.676299 -4.740603 6.126183 0.1 0.0 0.1 0.0000
H -2.974797 -0.785261 0.118010 0.0 0.0 0.0 -0.0019
H 1.682381 5.991822 -2.245811 0.0 0.0 0.0 0.0002
```
Positions in Å, forces in eV/Å.

Values from the calculation:
multiplicity = 2
LUMO level (alpha / beta) = 3.759 / 3.695 eV
HOMO energy (alpha / beta) = -2.02 / -3.02 eV
orbital gap (alpha / beta) = 5.78 / 6.71 eV
net charge = -2
relative energy (zero: lowest compared OMol25 entry of this formula, charge and spin) = 10.3 kcal/mol


Below is a 2-piece molecular cluster, C31H30F3N3O3S overall, with properties calculated with ωB97M-V/def2-TZVPD.

```
71
Properties=species:S:1:pos:R:3:forces:R:3:lowdin_charge:R:1
C -1.527373 0.983621 2.468357 -0.3 -0.4 -0.3 -0.0411
C -0.580189 -0.131738 -4.970657 -0.2 0.1 0.0 0.0131
H 6.536505 0.539428 -1.756220 -0.4 0.0 0.1 0.1098
H -3.964747 -1.967349 -6.176343 0.1 0.1 0.1 0.0979
H -3.464930 0.960997 -2.742492 0.1 -0.5 -0.1 0.1686
C -1.654454 -1.447314 2.241814 0.0 0.4 -0.1 -0.0381
C -1.427306 -1.041451 -4.061367 0.1 -0.3 -0.4 -0.4522
C -2.900480 -1.917616 -5.947817 0.3 -0.1 -0.1 -0.0048
C -0.896776 -0.256024 2.143113 -0.1 0.1 0.1 -0.3178
C -0.731161 -2.396141 -3.846417 -0.2 -0.1 0.2 0.0085
C 0.486263 -0.301195 1.745811 0.7 -0.3 1.5 -0.2816
C 2.675507 0.297086 -1.060055 1.6 -0.6 -0.5 -0.1887
F 3.202058 -1.204802 3.884504 0.0 0.4 -0.5 0.1358
H 5.072328 -0.877046 -3.222699 -0.1 0.2 0.4 0.1073
C 0.371307 -0.184641 -1.846857 0.9 -0.6 -0.1 -0.0616
H 0.775478 -0.611380 -2.764709 -0.1 0.3 0.4 0.0612
O 0.983230 0.553134 4.243110 0.7 0.5 -0.8 -0.2938
H -1.122416 -2.393690 2.076763 -0.5 0.3 0.2 0.1150
H -8.222735 -2.396189 -1.164427 0.1 0.3 0.1 0.1049
H -2.489057 -2.931102 -5.901504 -0.1 0.1 -0.1 0.0922
C -1.007844 -0.009537 -1.796501 -0.5 -0.5 -0.9 0.0348
N -1.827816 -0.387660 -2.795262 0.8 0.7 1.4 0.0426
C -6.203607 -1.649643 -1.197661 0.0 0.4 -0.3 -0.0371
H -3.363282 1.981365 2.999443 0.1 -0.3 -0.2 0.1210
C 4.647505 -0.321483 -2.380956 -0.1 -0.1 0.1 -0.0734
H -0.471199 -2.816379 -4.825595 -0.1 0.1 0.3 0.0892
H 3.067269 1.736841 0.514730 0.1 -0.2 -0.1 0.0962
H -2.385676 -1.360401 -6.739324 -0.1 -0.1 0.1 0.0960
C -7.335253 0.891279 -1.481063 0.2 -0.2 0.1 -0.0687
H -3.412598 -0.196371 -0.550671 -0.1 -0.1 -0.1 0.1127
H -1.475562 0.487037 -0.937662 0.1 -0.3 -0.3 0.1543
C 3.124715 -0.322745 2.882821 0.3 -0.1 -0.1 -0.6178
H -1.214187 0.661824 -5.389369 0.2 -0.1 0.2 0.1037
O -4.970628 -0.811340 -4.355903 1.5 0.1 0.6 0.0931
H 0.185111 -2.300686 -3.261086 -0.2 -0.1 -0.2 0.0703
C -3.802948 -0.759604 -3.980277 -1.0 -0.2 -0.6 -0.3632
H 0.836142 0.528223 0.105058 0.2 0.3 -0.2 0.0648
H 2.680036 -1.137416 -2.690295 0.3 0.2 0.1 0.1047
C -3.643637 -0.153011 2.765328 0.4 -0.1 0.2 -0.2643
H -5.278844 1.609842 -1.545060 -0.4 -0.2 0.0 0.1144
H -3.563486 -2.305347 2.712735 0.1 0.2 -0.1 0.1166
F 3.274423 -1.002855 1.712724 0.1 0.4 0.7 0.0951
F 4.141663 0.558783 2.993050 -0.5 -0.6 -0.1 0.1148
O 1.797823 1.880379 2.252449 0.3 0.2 0.8 -0.3393
H -7.762059 1.886960 -1.597813 0.0 -0.3 0.1 0.1036
C -5.054328 -0.120306 3.012694 -2.4 0.0 0.5 -0.1995
C 3.288089 -0.441782 -2.108519 0.1 0.3 0.3 -0.0207
H -0.186090 -0.734627 -5.798969 0.0 0.2 0.2 0.0919
C -2.995642 -1.384271 2.580230 -0.1 -0.3 -0.3 -0.0465
C -7.592243 -1.507640 -1.232367 0.1 0.2 0.1 -0.0718
C -3.881513 -0.692435 -1.414495 0.0 -0.3 0.3 -0.0839
H -5.731447 -2.629602 -1.094113 -0.3 0.2 -0.1 0.1132
N -2.736130 -1.260573 -4.669857 -0.3 0.1 0.3 -0.0400
C -8.160254 -0.235547 -1.366857 0.3 0.0 0.0 -0.0800
C -2.883560 1.028004 2.758322 0.2 0.1 0.0 -0.0333
C -5.944833 0.746001 -1.458090 -0.3 -0.3 -0.1 -0.0413
H 0.898801 -1.242064 1.347865 -0.1 0.4 0.8 0.0882
S 1.488203 0.609973 2.882921 -1.3 -1.1 -1.1 0.7344
C -5.383156 -0.526904 -1.350582 -0.1 0.0 0.1 -0.2382
H -3.625864 -1.759419 -1.350208 0.0 0.2 0.0 0.1323
H -0.949322 1.913131 2.430945 -0.2 -0.4 0.1 0.1124
C 1.256908 0.185722 -0.849072 -0.9 1.7 -0.8 0.0263
H 0.255668 0.321867 -4.430180 -0.2 -0.1 -0.2 0.0796
C -3.263570 -0.127936 -2.696338 -0.6 0.4 -0.3 -0.1553
H 5.524396 1.788031 0.154408 -0.3 -0.1 -0.2 0.1149
C 5.460985 0.477543 -1.565282 -0.4 0.0 0.2 -0.0571
C 3.518331 1.131945 -0.270707 -0.7 -0.3 -0.2 -0.0099
C 4.887156 1.190763 -0.498919 0.2 -0.2 -0.5 -0.0558
H -1.407692 -3.085660 -3.323528 0.2 0.2 -0.1 0.1061
N -6.209673 -0.107264 3.212860 2.4 0.0 -0.5 0.1333
H -9.243710 -0.119042 -1.378918 0.3 0.0 0.0 0.1021
```
Positions in Å, forces in eV/Å.

Values from the calculation:
LUMO level = -2.026 eV
HOMO energy = -6.71 eV
orbital gap = 4.68 eV
net charge = 0
relative energy (zero: lowest compared OMol25 entry of this formula, charge and spin) = 3.5 kcal/mol


Below is C31H30F5NO6PRuS3 as an isolated structure, with properties calculated with ωB97M-V/def2-TZVPD.

```
78
Properties=species:S:1:pos:R:3:forces:R:3:mulliken_spin:R:1
H 3.182367 -0.849455 3.709487 0.7 -0.2 0.4 -0.0001
S 1.279326 -3.905699 -1.697679 -0.3 1.5 1.7 0.0036
S -1.329041 -0.318077 -3.450827 0.8 0.8 0.1 0.0240
H 1.432963 4.439294 -0.935248 0.5 0.1 0.4 0.0018
P 0.558460 1.590530 -0.613238 0.1 0.2 0.5 0.2080
H 2.529944 3.790306 4.211481 0.4 0.6 0.9 -0.0001
C -0.431325 -0.367213 2.659715 0.5 1.7 0.7 0.0210
C 1.219623 2.274469 0.968894 -1.2 0.1 -0.5 -0.0097
H 2.514693 0.023117 6.068818 -0.6 0.1 0.5 -0.0001
H 3.237427 1.793085 0.502175 -0.2 0.1 0.5 0.0016
C -0.042592 0.071375 3.912103 -0.8 -0.1 0.6 -0.0002
C 3.024350 -5.115417 -0.013854 0.2 2.0 -0.8 -0.0004
C -0.219307 5.463219 -1.814562 1.6 0.0 1.2 0.0019
F -3.047683 1.140996 1.161068 -0.5 0.0 -0.4 0.0043
F -5.280718 2.266544 -0.070634 0.1 1.2 0.2 -0.0005
C -4.477448 -1.671754 -0.585213 -0.2 -0.5 -0.7 0.0187
C 0.788813 3.488441 3.019874 0.8 0.1 -0.1 0.0012
C 2.162763 3.419528 3.296553 -0.4 -0.2 -0.9 0.0065
O -0.580835 0.818686 -4.022292 -1.0 -1.8 0.6 0.0077
H 2.353038 -1.632294 1.519117 -0.2 -0.1 0.3 0.0011
C -4.936969 1.019302 -0.287901 0.3 -1.1 0.2 -0.0076
H 0.121340 4.020056 3.678826 -0.1 -0.1 0.2 0.0001
C 2.647587 -0.148030 -1.502939 -0.8 1.4 0.6 -0.0031
H 3.238633 -4.616349 0.938313 -0.2 -0.1 -0.2 0.0006
H -2.696010 -1.285050 -5.073268 1.0 -0.2 0.0 0.0015
H 1.974960 -6.932344 0.153155 -1.0 1.0 0.0 0.0004
H -0.088350 -5.698778 -1.282936 -0.2 -0.3 -0.1 0.0017
H -0.714862 2.942388 1.615022 -0.4 0.1 -0.1 0.0044
H 1.147157 -5.427330 0.900892 0.0 -0.8 -1.3 0.0011
C -1.492188 5.358729 -2.302703 0.1 0.1 -0.7 0.0004
O 1.942856 -0.994947 -0.849817 -0.4 -0.6 0.7 0.1327
C 0.331890 2.929510 1.858727 0.2 -0.7 -0.7 0.0171
O -0.470953 -1.102359 -2.464626 0.2 0.2 -0.8 0.1691
H 1.405423 -6.261932 -2.170823 -0.4 0.6 0.6 0.0018
O 0.592147 -3.265399 -0.425370 0.4 -0.5 -1.6 0.0921
H -1.944422 2.028440 -1.947180 0.1 0.1 0.0 -0.0042
C -1.441018 2.988464 -1.889668 -0.2 0.0 -0.3 0.0575
H -2.066755 6.175020 -2.688979 0.1 0.6 0.0 0.0002
H 1.419771 1.044591 -2.679304 0.0 0.3 -0.1 0.0036
Ru -0.166830 -1.027608 -0.412017 -0.4 -0.7 0.3 3.7639
F -6.422617 -1.784374 -2.007432 0.3 -0.3 0.1 -0.0003
C 2.552635 2.239344 1.236247 1.4 0.3 -0.1 0.0047
H -3.028258 4.033334 -2.835455 -0.4 -0.2 -0.3 -0.0001
C -5.752488 0.258570 -1.102737 -0.3 -0.9 -0.2 0.0213
H 3.550278 -4.447773 -2.070526 0.0 0.5 0.1 0.0001
H 1.975205 1.551328 5.414227 0.1 0.5 0.0 0.0003
H 0.348003 6.388628 -1.700454 -0.5 0.0 -0.3 -0.0001
C -3.538511 -0.955004 0.143475 -0.8 1.0 0.3 -0.0107
S -2.161523 -1.785508 0.865365 -0.4 -0.1 -0.8 0.2891
H 4.086259 2.736732 2.665006 0.1 0.3 -0.2 0.0000
H 3.327896 -3.034607 -0.900497 0.2 0.0 -0.3 -0.0010
C 1.952674 1.223243 -1.733942 0.2 0.3 -0.3 0.0027
H -0.903419 -1.422814 -5.434631 0.3 -0.3 -0.6 0.0003
C 1.679006 -1.208031 2.267206 1.4 0.9 0.2 0.0058
C -1.672552 -1.541348 -4.702433 -1.4 0.6 0.6 0.0069
H -0.773157 0.560417 4.581605 0.4 -0.3 -0.5 0.0005
C 3.016767 -4.029726 -1.206194 -0.4 -1.5 1.0 0.0017
F -6.845284 0.782149 -1.662592 0.2 0.3 0.0 0.0015
H 3.821778 -5.799090 -0.184442 0.8 -0.5 -0.3 0.0002
H 0.718860 0.620596 6.212587 0.6 -0.1 0.7 0.0000
C -3.861252 0.412419 0.352939 0.8 -0.8 -0.3 0.0382
O 3.749038 -0.373117 -1.913040 1.5 0.0 -0.7 0.0227
H -1.396053 -0.108872 2.208492 0.6 -0.2 0.6 -0.0092
C -2.040365 4.113372 -2.433420 -0.8 -0.8 0.7 0.0008
H 2.613017 2.113148 -1.867367 -0.2 -0.9 0.1 0.0045
C 3.047233 2.865768 2.390484 -0.3 -1.0 0.3 -0.0029
C 0.988388 -5.621394 -1.353187 0.5 -0.6 0.6 0.0026
C 0.435088 4.332878 -1.301106 -0.4 0.7 -0.5 -0.0035
C 1.267310 -0.097747 4.349592 -0.2 0.3 -0.4 -0.0011
O -2.575594 -0.017120 -2.792955 -0.5 0.3 0.0 -0.0019
F -4.341127 -2.994013 -0.694775 0.2 -0.3 -0.1 0.0031
C 1.649522 0.550032 5.647823 0.2 -0.6 -0.8 -0.0013
C -5.542357 -1.108985 -1.270150 0.2 1.3 0.6 -0.0042
H -1.728784 -2.519996 -4.211301 0.3 0.3 -0.2 0.0001
C -0.187542 3.104345 -1.307408 -0.4 -0.9 -0.1 -0.0193
C 1.695359 -5.847006 0.010625 0.2 -0.8 0.8 0.0011
C 2.147256 -0.743827 3.489878 -0.6 -0.3 -0.2 0.0098
N 0.471082 -0.911977 1.857332 -1.1 -0.8 -1.2 0.1137
```
Positions in Å, forces in eV/Å.

Values from the calculation:
multiplicity = 6
LUMO level (alpha / beta) = 0.285 / -1.545 eV
HOMO energy (alpha / beta) = -7.53 / -8.30 eV
orbital gap (alpha / beta) = 7.81 / 6.75 eV
net charge = 0
relative energy (zero: lowest compared OMol25 entry of this formula, charge and spin) = 22.6 kcal/mol